# 1
Formula: C24H44Cl16O6
Source: OMol25
Level of theory: ωB97M-V/def2-TZVPD

CARTESIAN COORDINATES (ANGSTROEM)
C (10.594, -28.155, -26.504)
C (10.377, -28.949, -27.775)
C (11.020, -28.314, -29.066)
O (12.004, -29.200, -29.291)
C (11.865, -30.350, -28.674)
O (12.619, -31.336, -28.793)
O (11.006, -30.196, -27.699)
H (11.596, -27.751, -26.355)
H (10.583, -28.735, -25.581)
H (9.852, -27.370, -26.648)
H (9.307, -29.071, -27.943)
H (11.431, -27.319, -28.895)
H (10.309, -28.147, -29.876)
C (11.622, -17.414, -27.317)
C (11.308, -18.422, -26.246)
C (12.498, -19.099, -25.799)
O (12.415, -19.056, -24.406)
C (11.532, -18.065, -24.066)
O (11.277, -17.728, -22.929)
O (11.008, -17.596, -25.146)
H (12.506, -16.786, -27.212)
H (10.827, -16.669, -27.327)
H (11.754, -17.849, -28.308)
H (10.427, -19.039, -26.427)
H (13.420, -18.644, -26.161)
H (12.346, -20.073, -26.263)
Cl (10.460, -24.542, -26.530)
C (11.655, -23.341, -25.930)
C (12.661, -22.951, -27.021)
Cl (11.689, -22.118, -28.293)
H (12.297, -23.834, -25.201)
H (11.211, -22.547, -25.330)
H (13.069, -23.904, -27.360)
H (13.482, -22.282, -26.763)
Cl (14.559, -22.816, -31.823)
C (14.722, -24.546, -32.018)
C (13.564, -25.342, -31.404)
Cl (13.136, -24.823, -29.725)
H (15.652, -24.655, -31.459)
H (14.873, -24.708, -33.086)
H (13.927, -26.357, -31.243)
H (12.645, -25.313, -31.988)
Cl (18.239, -23.524, -29.324)
C (17.604, -22.044, -28.422)
C (16.070, -22.061, -28.214)
Cl (15.424, -20.503, -27.654)
H (17.952, -21.194, -29.009)
H (18.142, -21.959, -27.478)
H (15.693, -22.777, -27.483)
H (15.532, -22.341, -29.120)
Cl (8.420, -26.517, -31.294)
C (8.023, -25.016, -30.450)
C (7.708, -25.039, -28.951)
Cl (7.292, -23.515, -28.219)
H (7.140, -24.703, -31.009)
H (8.820, -24.339, -30.757)
H (8.588, -25.501, -28.504)
H (6.857, -25.713, -28.844)
Cl (15.335, -22.671, -24.656)
C (15.200, -21.690, -23.135)
C (16.595, -21.311, -22.581)
Cl (17.309, -22.624, -21.573)
H (14.715, -22.290, -22.365)
H (14.519, -20.848, -23.260)
H (16.527, -20.462, -21.901)
H (17.205, -20.748, -23.288)
Cl (14.882, -26.027, -26.587)
C (15.049, -27.616, -27.465)
C (16.037, -27.602, -28.594)
Cl (16.250, -29.253, -29.167)
H (14.082, -28.034, -27.745)
H (15.425, -28.225, -26.643)
H (17.047, -27.273, -28.353)
H (15.721, -27.045, -29.476)
Cl (12.759, -25.539, -23.119)
C (11.560, -26.128, -21.995)
C (10.234, -26.314, -22.829)
Cl (9.382, -24.753, -23.038)
H (11.502, -25.424, -21.165)
H (11.946, -27.088, -21.651)
H (9.518, -27.035, -22.433)
H (10.410, -26.616, -23.861)
Cl (11.357, -22.457, -21.269)
C (10.351, -20.946, -21.300)
C (8.977, -21.150, -21.948)
Cl (8.964, -21.609, -23.716)
H (10.967, -20.168, -21.750)
H (10.112, -20.682, -20.270)
H (8.363, -20.291, -21.677)
H (8.677, -22.117, -21.545)

Properties
Kohn-Sham gap ... 0.3963 Eh
HOMO energy ... -10.40 eV
LUMO ... 0.014 Ha
SMILES string ... C[C@H]1COC(=O)O1.C[C@H]1COC(=O)O1.ClCCCl.ClCCCl.ClCCCl.ClCCCl.ClCCCl.ClCCCl.ClCCCl.ClCCCl
Energy above the lowest of the compared OMol25 structures with the same formula, charge and spin ... 258.1 kJ/mol

---

# 2
Formula: C24H44Cl2N3O6SiV
Source: OMol25
Level of theory: ωB97M-V/def2-TZVPD

CARTESIAN COORDINATES (ANGSTROEM)
C (-0.907, 0.837, -3.633)
C (-0.956, 1.904, -2.603)
H (-1.764, 0.861, -4.309)
H (-0.871, -0.144, -3.142)
H (0.013, 0.927, -4.229)
C (-1.864, 2.896, -2.576)
C (-2.973, 3.031, -3.560)
H (-1.752, 3.720, -1.862)
H (-3.313, 2.052, -3.915)
H (-2.677, 3.634, -4.432)
H (-3.820, 3.543, -3.084)
V (0.342, -0.666, 0.383)
Cl (-0.756, -2.646, 0.033)
C (1.731, 1.875, 1.982)
O (0.960, 0.915, 1.781)
N (1.786, 2.587, 3.119)
C (0.851, 2.353, 4.214)
C (2.555, 3.820, 3.202)
H (2.433, 2.210, 1.197)
H (0.542, 1.305, 4.223)
H (-0.031, 3.009, 4.130)
H (1.367, 2.606, 5.149)
H (3.356, 3.805, 2.454)
H (2.981, 3.911, 4.208)
H (1.920, 4.698, 3.019)
H (2.717, -3.681, 4.521)
H (3.900, -4.862, 2.679)
C (1.801, -3.644, 3.919)
C (2.978, -4.824, 2.086)
N (2.156, -3.699, 2.508)
H (1.255, -2.720, 4.109)
C (1.809, -2.740, 1.655)
O (1.162, -1.698, 1.983)
H (3.241, -4.707, 1.030)
H (2.112, -2.895, 0.610)
H (1.177, -4.509, 4.182)
H (2.447, -5.776, 2.212)
H (-2.854, 0.217, -1.474)
H (-3.710, 2.845, -0.162)
C (-3.331, -0.037, -0.517)
C (-3.941, 2.091, 0.601)
N (-3.020, 0.964, 0.499)
H (-2.984, -1.029, -0.198)
C (-2.149, 0.713, 1.509)
O (-1.388, -0.277, 1.547)
H (-3.837, 2.541, 1.594)
H (-2.186, 1.475, 2.311)
H (-4.412, -0.026, -0.668)
H (-4.959, 1.732, 0.448)
O (-0.211, 0.588, -0.841)
C (0.108, 1.761, -1.547)
C (-0.663, 3.270, 0.300)
C (0.309, 2.975, -0.644)
H (-1.497, 2.570, 0.404)
C (-0.605, 4.455, 1.038)
H (1.048, 1.583, -2.074)
C (1.417, 3.808, -0.789)
H (-1.405, 4.679, 1.758)
C (0.472, 5.325, 0.839)
C (1.486, 5.000, -0.070)
H (2.201, 3.513, -1.487)
H (0.531, 6.251, 1.424)
H (2.340, 5.674, -0.208)
Si (-0.391, -4.462, -2.442)
Cl (-0.675, -2.499, -3.211)
C (-1.794, -5.128, -1.363)
C (1.410, -4.511, -1.934)
C (-0.599, -5.723, -3.860)
H (-2.207, -4.425, -0.635)
H (-1.418, -5.995, -0.805)
H (-2.618, -5.475, -2.001)
H (-1.662, -5.834, -4.112)
H (-0.228, -6.709, -3.548)
H (-0.046, -5.421, -4.757)
H (1.691, -3.658, -1.312)
H (2.032, -4.476, -2.836)
H (1.649, -5.436, -1.397)
O (2.909, 1.197, -0.730)
C (3.060, -0.032, -0.655)
O (2.132, -0.921, -0.478)
H (4.086, -0.442, -0.762)

Properties
Kohn-Sham gap (alpha / beta) ... 0.2935 / 0.3214 Eh
HOMO energy (alpha / beta) ... -7.54 / -8.30 eV
LUMO (alpha / beta) ... 0.016 / 0.016 Ha
Energy above the lowest of the compared OMol25 structures with the same formula, charge and spin ... 0.0 kJ/mol
Multiplicity ... 3

---

Copy entry 2 word for word.
Formula: C24H44Cl2N3O6SiV
Source: OMol25
Level of theory: ωB97M-V/def2-TZVPD

CARTESIAN COORDINATES (ANGSTROEM)
C (-0.907, 0.837, -3.633)
C (-0.956, 1.904, -2.603)
H (-1.764, 0.861, -4.309)
H (-0.871, -0.144, -3.142)
H (0.013, 0.927, -4.229)
C (-1.864, 2.896, -2.576)
C (-2.973, 3.031, -3.560)
H (-1.752, 3.720, -1.862)
H (-3.313, 2.052, -3.915)
H (-2.677, 3.634, -4.432)
H (-3.820, 3.543, -3.084)
V (0.342, -0.666, 0.383)
Cl (-0.756, -2.646, 0.033)
C (1.731, 1.875, 1.982)
O (0.960, 0.915, 1.781)
N (1.786, 2.587, 3.119)
C (0.851, 2.353, 4.214)
C (2.555, 3.820, 3.202)
H (2.433, 2.210, 1.197)
H (0.542, 1.305, 4.223)
H (-0.031, 3.009, 4.130)
H (1.367, 2.606, 5.149)
H (3.356, 3.805, 2.454)
H (2.981, 3.911, 4.208)
H (1.920, 4.698, 3.019)
H (2.717, -3.681, 4.521)
H (3.900, -4.862, 2.679)
C (1.801, -3.644, 3.919)
C (2.978, -4.824, 2.086)
N (2.156, -3.699, 2.508)
H (1.255, -2.720, 4.109)
C (1.809, -2.740, 1.655)
O (1.162, -1.698, 1.983)
H (3.241, -4.707, 1.030)
H (2.112, -2.895, 0.610)
H (1.177, -4.509, 4.182)
H (2.447, -5.776, 2.212)
H (-2.854, 0.217, -1.474)
H (-3.710, 2.845, -0.162)
C (-3.331, -0.037, -0.517)
C (-3.941, 2.091, 0.601)
N (-3.020, 0.964, 0.499)
H (-2.984, -1.029, -0.198)
C (-2.149, 0.713, 1.509)
O (-1.388, -0.277, 1.547)
H (-3.837, 2.541, 1.594)
H (-2.186, 1.475, 2.311)
H (-4.412, -0.026, -0.668)
H (-4.959, 1.732, 0.448)
O (-0.211, 0.588, -0.841)
C (0.108, 1.761, -1.547)
C (-0.663, 3.270, 0.300)
C (0.309, 2.975, -0.644)
H (-1.497, 2.570, 0.404)
C (-0.605, 4.455, 1.038)
H (1.048, 1.583, -2.074)
C (1.417, 3.808, -0.789)
H (-1.405, 4.679, 1.758)
C (0.472, 5.325, 0.839)
C (1.486, 5.000, -0.070)
H (2.201, 3.513, -1.487)
H (0.531, 6.251, 1.424)
H (2.340, 5.674, -0.208)
Si (-0.391, -4.462, -2.442)
Cl (-0.675, -2.499, -3.211)
C (-1.794, -5.128, -1.363)
C (1.410, -4.511, -1.934)
C (-0.599, -5.723, -3.860)
H (-2.207, -4.425, -0.635)
H (-1.418, -5.995, -0.805)
H (-2.618, -5.475, -2.001)
H (-1.662, -5.834, -4.112)
H (-0.228, -6.709, -3.548)
H (-0.046, -5.421, -4.757)
H (1.691, -3.658, -1.312)
H (2.032, -4.476, -2.836)
H (1.649, -5.436, -1.397)
O (2.909, 1.197, -0.730)
C (3.060, -0.032, -0.655)
O (2.132, -0.921, -0.478)
H (4.086, -0.442, -0.762)

Properties
Kohn-Sham gap (alpha / beta) ... 0.2935 / 0.3214 Eh
HOMO energy (alpha / beta) ... -7.54 / -8.30 eV
LUMO (alpha / beta) ... 0.016 / 0.016 Ha
Energy above the lowest of the compared OMol25 structures with the same formula, charge and spin ... 0.0 kJ/mol
Multiplicity ... 3

---

Question: Which formula does entry 1 have?
Answer: C24H44Cl16O6